1.
This record from the Open Molecules 2025 dataset describes a single C4H2ClFO molecule in a non-equilibrium geometry. The level of theory is ωB97M-V/def2-TZVPD.

```
! RIJCOSX wB97M-V def2-TZVPD def2/J DEFGRID3
* xyz 0 1
C -0.537 -0.705 -0.228
C 1.400 0.729 0.414
C 0.876 -0.549 -0.009
C -1.293 0.319 0.219
O 1.917 -1.210 -0.006
F 2.097 1.515 -0.373
Cl -2.951 0.499 -0.027
H -0.896 -1.747 -0.364
H -0.613 1.148 0.374
*
```

HOMO energy (spin up / spin down), Ha: -0.3308 / -0.3308
DFT total energy, Ha: -788.73309
Energy relative to the best compared isomer or geometry (same formula, charge and spin), kJ/mol: 308.42
Orbital gap (spin up / spin down), eV: 8.1257 / 8.1263

2.
This record from the Open Molecules 2025 dataset describes a single C4H2ClFS2 molecule in a non-equilibrium geometry. The level of theory is ωB97M-V/def2-TZVPD.

```
! RIJCOSX wB97M-V def2-TZVPD def2/J DEFGRID3
* xyz 0 1
C -1.071 1.445 0.196
C 0.015 0.666 0.111
C -0.022 -0.717 -0.287
C 1.273 -1.447 0.037
H 0.909 1.216 0.311
H 1.110 -2.542 0.212
F -0.981 2.728 0.246
S -1.225 -1.546 -1.023
S 2.705 -0.700 0.154
Cl -2.712 0.896 0.044
*
```

HOMO energy, Ha: -0.3269
DFT total energy, Ha: -1509.97432
Energy relative to the best compared isomer or geometry (same formula, charge and spin), kJ/mol: 33.82
Orbital gap, eV: 7.0229
Structure (SMILES): F/C(Cl)=C/C(=S)C=S

3.
This record from the Open Molecules 2025 dataset describes a single C4H2ClNO3S molecule in a non-equilibrium geometry. The level of theory is ωB97M-V/def2-TZVPD.

```
! RIJCOSX wB97M-V def2-TZVPD def2/J DEFGRID3
* xyz 0 1
O 0.608 -2.697 0.280
C 0.452 -1.536 0.147
O 0.562 -0.798 -1.001
C 0.967 0.498 -0.514
Cl 0.855 1.726 -1.762
C 0.108 0.638 0.727
N -1.242 1.180 0.580
C -2.035 0.545 -0.095
S -3.016 -0.444 -0.810
O 0.158 -0.702 1.211
H 2.026 0.355 -0.288
H 0.552 1.246 1.515
*
```

HOMO energy, Ha: -0.3717
DFT total energy, Ha: -1292.47218
Energy relative to the best compared isomer or geometry (same formula, charge and spin), kJ/mol: 32.95
Orbital gap, eV: 10.0058
Structure (SMILES): O=C1O[C@@H](Cl)[C@@H](N=C=S)O1

4.
This record from the Open Molecules 2025 dataset describes 2 unconnected molecules or ions with the total composition C4H2F2 in a non-equilibrium geometry. The level of theory is ωB97M-V/def2-TZVPD.

```
! RIJCOSX wB97M-V def2-TZVPD def2/J DEFGRID3
* xyz 0 1
C 0.280 -2.876 0.208
C 0.028 -1.711 -0.213
C -0.365 -0.220 -0.099
C -0.105 -0.819 -1.353
F 2.112 -0.752 -2.335
F -0.450 -0.810 -2.564
H -1.448 0.027 0.343
H 0.172 0.592 0.314
*
```

HOMO energy (spin up / spin down), Ha: -0.3778 / -0.3778
DFT total energy, Ha: -352.98719
Energy relative to the best compared isomer or geometry (same formula, charge and spin), kJ/mol: 718.16
Orbital gap (spin up / spin down), eV: 7.4869 / 7.4878

5.
This record from the Open Molecules 2025 dataset describes a single C4H2F2O molecule in a non-equilibrium geometry. The level of theory is ωB97M-V/def2-TZVPD.

```
! RIJCOSX wB97M-V def2-TZVPD def2/J DEFGRID3
* xyz 0 1
C 0.222 -0.378 -0.702
C -0.461 0.656 -0.011
C 0.228 -0.123 -2.039
C -1.114 1.120 -2.102
O -1.132 1.527 -0.844
F 0.755 -0.566 -3.115
F -1.200 2.112 -3.035
H 0.725 -1.072 -0.157
H -0.632 0.908 1.073
*
```

HOMO energy (spin up / spin down), Ha: -0.2946 / -0.2908
DFT total energy, Ha: -428.43070
Energy relative to the best compared isomer or geometry (same formula, charge and spin), kJ/mol: 323.31
Orbital gap (spin up / spin down), eV: 8.0693 / 8.0431
Structure (SMILES): Fc1ccoc1F

6.
This record from the Open Molecules 2025 dataset describes 2 unconnected molecules or ions with the total composition C4H2F2O in a non-equilibrium geometry. The level of theory is ωB97M-V/def2-TZVPD.

```
! RIJCOSX wB97M-V def2-TZVPD def2/J DEFGRID3
* xyz 0 1
C 1.801 -1.330 -2.085
C 0.922 -1.276 -1.194
C 0.170 -0.406 -0.134
C -0.601 -1.466 -0.672
O -0.084 0.854 -0.562
F -1.649 -1.227 -1.465
F -0.902 -2.614 -0.079
H 0.787 -0.470 1.360
H 0.566 1.448 -0.254
*
```

HOMO energy, Ha: -0.3951
DFT total energy, Ha: -428.30867
Energy relative to the best compared isomer or geometry (same formula, charge and spin), kJ/mol: 643.70
Orbital gap, eV: 9.6278

7.
This record from the Open Molecules 2025 dataset describes 2 unconnected molecules or ions with the total composition C4H2FO2 in a non-equilibrium geometry. The level of theory is ωB97M-V/def2-TZVPD.

```
! RIJCOSX wB97M-V def2-TZVPD def2/J DEFGRID3
* xyz -1 1
C -0.223 -0.380 0.179
C -1.097 0.599 -0.069
C -2.931 2.038 0.191
C 0.328 0.794 -0.492
O -2.664 2.463 1.264
O -3.485 2.165 -0.856
F 0.675 0.711 -1.900
H -0.033 -1.442 0.376
H 1.040 1.722 -0.230
*
```

HOMO energy, Ha: -0.1338
DFT total energy, Ha: -403.90457
Energy relative to the best compared isomer or geometry (same formula, charge and spin), kJ/mol: 109.26
Orbital gap, eV: 7.7973

8.
This record from the Open Molecules 2025 dataset describes a gas-phase ion, C4H2IN2O2 (charge -1) in a non-equilibrium geometry. The level of theory is ωB97M-V/def2-TZVPD.

```
! RIJCOSX wB97M-V def2-TZVPD def2/J DEFGRID3
* xyz -1 1
C 1.286 0.167 0.273
C 0.031 -0.429 -0.108
C -0.794 0.650 0.027
C -0.136 -1.823 -0.500
N 1.161 1.468 0.614
N -0.117 1.778 0.371
O 0.743 -2.511 0.097
O -0.959 -2.203 -1.312
I -2.858 0.730 -0.514
H 2.141 -0.443 0.323
H -0.499 2.615 0.729
*
```

HOMO energy, Ha: -0.1581
DFT total energy, Ha: -711.36052
Energy relative to the best compared isomer or geometry (same formula, charge and spin), kJ/mol: 43.80
Orbital gap, eV: 6.9856
Structure (SMILES): O=C([O-])c1cn[nH]c1I

9.
This record from the Open Molecules 2025 dataset describes a molecular structure, C4H2KMgO2 in a non-equilibrium geometry. The level of theory is ωB97M-V/def2-TZVPD.

```
! RIJCOSX wB97M-V def2-TZVPD def2/J DEFGRID3
* xyz 1 1
H 2.425 -1.124 0.494
O 2.183 0.924 0.649
C 1.706 -0.283 0.518
C 0.446 -0.635 0.254
C -0.762 -0.987 -0.170
K 2.560 3.514 0.333
O -2.869 -0.271 -0.850
C -1.780 0.064 -0.329
Mg -2.193 -2.241 -1.088
H -1.714 1.039 0.189
*
```

HOMO energy (spin up / spin down), Ha: -0.3816 / -0.3565
DFT total energy, Ha: -1103.79134
Energy relative to the best compared isomer or geometry (same formula, charge and spin), kJ/mol: 0.00
Orbital gap (spin up / spin down), eV: 6.2359 / 5.5875